# 1
Below is a cluster of 2 separate species, C10H17NO2S in total at a distorted geometry, with properties calculated with ωB97M-V with the def2-TZVPD basis set.

Molecular weight in g mol⁻¹: 215.318
HOMO in eV: -7.97
Multiplicity: 1
E_LUMO in hartree: 0.0107
Net charge: 0
SMILES: C=[S@@H](=O)C1CC1.C=CC(=O)NC(=C)C
Energy relative to the best compared isomer or geometry (same formula, charge and spin) in eV: 4.8916

CARTESIAN COORDINATES (ANGSTROEM)
C  3.31400  -0.86736  0.59982
C  -4.07705  -1.22955  1.71299
C  -3.87757  -0.14284  0.94575
C  -2.96259  -0.15239  -0.24609
C  3.38296  0.29702  1.48066
C  4.30377  0.14100  0.27686
C  -0.29581  2.29279  -0.79618
C  -1.13220  0.55347  -2.45922
C  0.45558  -0.71137  0.57809
C  -1.08298  1.26991  -1.17088
N  -2.06561  0.88631  -0.25180
O  -3.06892  -1.05898  -1.06777
O  1.87820  -0.37600  -1.60076
S  1.76823  -1.04297  -0.31761
H  -4.58842  -1.19851  2.67835
H  -4.00190  -2.29745  1.45651
H  -4.19174  0.70270  1.39964
H  2.54526  0.95754  1.57339
H  3.94163  0.15425  2.37742
H  5.37525  -0.03379  0.37109
H  3.97249  0.87650  -0.48803
H  3.76256  -1.89323  0.83360
H  -0.18912  2.53471  0.24089
H  0.27267  2.73827  -1.60706
H  -1.18293  1.13878  -3.33161
H  -2.10080  -0.09192  -2.45765
H  -0.19566  -0.11085  -2.51186
H  -0.49171  -0.94536  0.08231
H  0.56489  -1.27883  1.55223
H  -1.93420  1.40584  0.59405
H  1.90173  -2.51766  -0.44715

# 2
Below is the molecule C10H17NO3, with properties calculated with ωB97M-V with the def2-TZVPD basis set.

Molecular weight in g mol⁻¹: 199.250
HOMO in eV: -9.37
Multiplicity: 1
E_LUMO in hartree: 0.0202
Net charge: 0
SMILES: CC1(C)[C@@H](C(N)=O)CC[C@@]1(C)C(=O)O
Energy relative to the best compared isomer or geometry (same formula, charge and spin) in eV: 0.0000

CARTESIAN COORDINATES (ANGSTROEM)
C  1.92683  1.12305  0.97687
H  2.64736  1.15920  0.16529
H  2.44417  0.78053  1.87176
H  1.54929  2.12265  1.16578
C  0.77934  0.15788  0.65809
C  1.38942  -1.23269  0.54829
O  0.87232  -2.25046  0.94598
O  2.59226  -1.24868  -0.02078
H  2.92771  -2.15820  -0.07115
C  -0.27221  0.16717  1.79005
C  -1.62237  0.53844  1.17282
H  -2.44026  -0.02892  1.61413
H  -1.82780  1.59732  1.33562
C  -1.50187  0.27642  -0.33021
C  -2.07759  -1.06785  -0.77416
O  -2.79227  -1.14460  -1.75316
N  -1.81976  -2.13378  0.01082
H  -2.16557  -3.02429  -0.31100
H  -1.04824  -2.14928  0.66059
H  -2.09433  1.00527  -0.88998
C  -0.00282  0.49790  -0.66651
C  0.43957  -0.35096  -1.85998
H  -0.17290  -0.10418  -2.72437
H  1.48135  -0.15312  -2.10458
H  0.32186  -1.41570  -1.66960
C  0.16866  1.97005  -1.05780
H  -0.17166  2.63225  -0.26663
H  -0.42507  2.17070  -1.94672
H  1.20347  2.20132  -1.29257
H  -0.31875  -0.81654  2.25815
H  0.00983  0.87909  2.56497

# 3
Below is a cluster of 2 separate species, C10H17NO4 in total at a distorted geometry, with properties calculated with ωB97M-V with the def2-TZVPD basis set.

Molecular weight in g mol⁻¹: 215.249
HOMO (spin up / spin down) in eV: -9.70 / -9.49
Multiplicity: 1
E_LUMO (spin up / spin down) in hartree: -0.0980 / -0.0714
Net charge: 0
Energy relative to the best compared isomer or geometry (same formula, charge and spin) in eV: 5.9300

CARTESIAN COORDINATES (ANGSTROEM)
N  1.23839  -3.64223  -1.17338
O  2.27047  -3.52048  -0.54907
O  0.56179  -4.59589  -0.85597
C  0.23471  1.62829  2.51274
C  0.23906  0.76096  1.24066
C  1.24535  1.26936  0.13437
C  0.10955  2.24299  -0.30901
C  -0.89554  1.16395  0.21164
C  -1.18119  0.13204  -0.95226
C  0.19090  -0.29560  -1.67179
C  1.50615  0.19183  -0.95871
O  0.21937  -1.58806  -1.92304
C  -1.98243  -1.09038  -0.48717
O  -1.96492  0.82420  -1.93415
C  0.33961  -0.71921  1.61738
H  -0.58377  1.34131  3.17033
H  1.15901  1.49987  3.07375
H  0.12470  2.68708  2.28701
H  2.14107  1.76609  0.54147
H  0.08626  3.19647  0.23792
H  0.06337  2.40055  -1.39528
H  -1.80245  1.58120  0.67594
H  0.15671  0.18819  -2.66134
H  2.22099  0.56691  -1.69731
H  1.98463  -0.68403  -0.51403
H  -1.38297  -1.76619  0.11635
H  -2.86411  -0.78407  0.07533
H  -2.31949  -1.67022  -1.34721
H  -2.21582  0.19153  -2.64034
H  0.45814  -1.35575  0.74633
H  1.19328  -0.89271  2.26793
H  -0.55083  -1.02799  2.16091

# 4
Below is the molecule C10H17NS at a distorted geometry, with properties calculated with ωB97M-V with the def2-TZVPD basis set.

Molecular weight in g mol⁻¹: 183.320
HOMO in eV: -8.12
Multiplicity: 1
E_LUMO in hartree: 0.0249
Net charge: 0
SMILES: C/C=C1/C(=S)N(C)[C@H]1C(C)(C)C
Energy relative to the best compared isomer or geometry (same formula, charge and spin) in eV: 1.2004

CARTESIAN COORDINATES (ANGSTROEM)
C  -1.58635  -0.24294  -0.90814
C  -1.82925  1.36326  -1.08780
C  -2.35024  -1.31983  -1.00515
C  -0.11702  0.16150  -0.78948
C  -1.99239  -2.73666  -1.00988
C  1.98518  0.77762  0.48174
C  0.53040  -1.17442  1.14896
C  -0.21298  1.15314  1.57117
C  0.10795  2.64478  -1.71818
C  0.57675  0.22193  0.62779
N  -0.53674  1.48466  -1.23229
S  -3.06905  2.40372  -1.22354
H  -3.34573  -1.04442  -1.24230
H  0.54310  -0.40965  -1.43034
H  -1.32654  -2.94517  -0.13915
H  -1.83387  -3.16914  -1.98406
H  -2.92152  -3.14936  -0.77382
H  2.15177  1.20554  1.43205
H  2.00140  1.58805  -0.17080
H  2.71868  0.15904  0.04538
H  1.26547  -1.14243  2.01745
H  -0.55471  -1.56067  1.38331
H  1.01148  -1.92226  0.40142
H  -1.03217  0.49556  1.98864
H  -0.60523  2.17148  1.19692
H  0.31627  1.24600  2.51728
H  0.88753  2.49384  -2.50592
H  -0.63931  3.19402  -2.14611
H  0.60150  3.09371  -0.84312

# 5
Below is a structure of composition C10H17O3P at a distorted geometry, with properties calculated with ωB97M-V with the def2-TZVPD basis set.

Molecular weight in g mol⁻¹: 216.217
HOMO (spin up / spin down) in eV: -7.29 / -8.59
Multiplicity: 1
E_LUMO (spin up / spin down) in hartree: 0.0045 / -0.0066
Net charge: 0
Energy relative to the best compared isomer or geometry (same formula, charge and spin) in eV: 2.7171

CARTESIAN COORDINATES (ANGSTROEM)
C  -0.42669  2.93296  -1.27113
C  -0.24398  1.93999  -0.63885
C  2.68249  -0.35542  -0.04945
C  -2.58910  -0.32144  -1.19961
C  -2.44967  -1.33238  1.07315
C  -2.96639  1.08028  0.73913
C  4.48088  1.17611  0.51048
C  2.19083  -1.84120  -0.05409
C  1.11451  -2.07122  -1.00478
C  -2.08806  -0.07504  0.23622
O  1.91780  0.54414  -0.35887
O  -0.02294  0.88715  1.86920
O  3.91491  -0.14516  0.35026
P  -0.26566  0.52798  0.46513
H  -0.64325  3.82257  -1.77600
H  -3.39542  -0.95501  -1.28481
H  -2.88108  0.52267  -1.78863
H  -1.77631  -0.74976  -1.97172
H  -2.36614  -2.23481  0.56337
H  -3.41007  -1.24270  1.51733
H  -1.55511  -1.32924  1.84844
H  -2.92166  1.88260  0.13882
H  -3.94517  0.84426  0.68503
H  -2.56248  1.27452  1.65385
H  5.14923  1.46019  -0.21276
H  4.89449  1.08643  1.42736
H  3.73178  1.91013  0.37041
H  2.92015  -2.59833  -0.23206
H  2.06620  -2.17485  0.93074
H  1.26343  -2.18954  -2.02106
H  0.18247  -2.27586  -0.51512

# 6
Below is a structure of composition C10H17O8Sc at a distorted geometry, with properties calculated with ωB97M-V with the def2-TZVPD basis set.

Molecular weight in g mol⁻¹: 310.194
HOMO (spin up / spin down) in eV: -4.59 / -4.59
Multiplicity: 1
E_LUMO (spin up / spin down) in hartree: -0.0270 / -0.0270
Net charge: 0
Energy relative to the best compared isomer or geometry (same formula, charge and spin) in eV: 5.4186

CARTESIAN COORDINATES (ANGSTROEM)
Sc  -0.25120  -0.55835  -0.16607
C  -1.53053  1.30770  1.46585
C  -2.26990  1.35995  0.13129
O  -1.46700  0.87987  -0.94607
C  -0.42064  1.75376  -1.34430
C  0.39697  1.03331  -2.40768
O  0.76230  -0.26226  -1.93825
C  2.14034  -0.41917  -1.58996
C  2.46147  0.19848  -0.23180
O  1.59243  -0.40289  0.71781
C  1.38833  0.35954  1.90043
C  0.07778  -0.10427  2.54754
O  -1.02959  -0.01224  1.64558
H  -2.21545  1.54234  2.28748
H  -0.72447  2.04557  1.47947
H  -2.63146  2.37112  -0.08501
H  -3.14008  0.69656  0.18027
H  0.21142  2.00017  -0.49048
H  -0.84131  2.67954  -1.75069
H  1.26530  1.62644  -2.71447
H  -0.23040  0.87244  -3.29112
H  2.78418  -0.01503  -2.37860
H  2.31694  -1.49917  -1.53924
H  2.31553  1.28214  -0.26852
H  3.49883  -0.00617  0.05081
H  1.33732  1.42645  1.66435
H  2.22949  0.19463  2.58142
H  -0.13379  0.45609  3.46481
H  0.16735  -1.16352  2.81111
O  -2.64720  -3.55691  -1.11163
C  -1.78603  -2.67287  -0.75551
O  -1.91238  -1.40253  -0.92537
C  -0.47673  -3.22501  -0.05479
O  -0.41053  -4.50012  0.08541
O  0.42538  -2.38838  0.32578
H  -1.25266  -1.89722  0.65016

# 7
Below is a structure of composition C10H17P at a distorted geometry, with properties calculated with ωB97M-V with the def2-TZVPD basis set.

Molecular weight in g mol⁻¹: 168.220
HOMO in eV: -6.29
Multiplicity: 1
E_LUMO in hartree: 0.0257
Net charge: 0
Energy relative to the best compared isomer or geometry (same formula, charge and spin) in eV: 2.7909

CARTESIAN COORDINATES (ANGSTROEM)
C  -0.16652  1.41758  -1.26524
C  0.07645  2.02600  -0.14384
C  0.21475  0.09615  -1.47538
C  -0.89229  -0.96227  -1.67790
C  -1.74879  -1.06803  -0.36667
C  -2.10682  0.20689  0.26127
C  -1.10902  0.66383  1.39525
C  0.30622  1.22956  1.01865
C  2.83883  0.47505  -0.23576
C  1.49183  -1.72252  0.89698
P  1.16992  -0.14564  -0.03024
H  -0.59811  1.99702  -2.02792
H  -0.46668  2.91934  0.02628
H  -1.51499  -0.66780  -2.61317
H  -0.46566  -1.90858  -1.82079
H  -2.81782  -1.61083  -0.56154
H  -1.26360  -1.76215  0.33079
H  -2.08363  0.95028  -0.52162
H  -3.09796  -0.03976  0.67454
H  -1.79226  1.25247  1.99283
H  -1.06029  -0.25182  2.01006
H  0.89345  1.58896  1.88509
H  3.43332  -0.32740  -0.87846
H  2.90432  1.55760  -0.71479
H  3.36544  0.39978  0.74000
H  2.04249  -1.62687  1.90637
H  0.45013  -2.16921  1.00219
H  1.99727  -2.51763  0.19302

# 8
Below is a cluster of 2 separate species, C10H18BBrCl2O3 in total at a distorted geometry, with properties calculated with ωB97M-V with the def2-TZVPD basis set.

Molecular weight in g mol⁻¹: 347.873
HOMO in eV: -10.10
Multiplicity: 1
E_LUMO in hartree: 0.0095
Net charge: 0
SMILES: CCB(O)[C@H]1COC(=O)[C@H]1[C@@H](Br)CC.ClCCl

CARTESIAN COORDINATES (ANGSTROEM)
C  -1.58393  1.54972  2.72120
C  -1.79826  0.87933  1.23235
B  -1.05658  1.67638  0.00220
O  -1.90586  2.00788  -1.19623
C  0.52445  2.11426  -0.08476
C  1.32718  2.55823  1.29373
O  2.70626  2.74476  0.74996
C  2.93401  2.16870  -0.61703
O  3.98298  2.35174  -1.44716
C  1.58191  1.26062  -0.99734
C  1.83237  -0.33315  -0.72988
Br  1.36872  -0.98521  1.10099
C  1.12998  -1.22002  -1.95910
C  1.11584  -2.82601  -1.59592
H  -1.30060  2.69834  2.57445
H  -2.47025  1.38326  3.46663
H  -0.64135  1.00490  3.21065
H  -1.54399  -0.28647  1.26206
H  -2.97160  0.93730  1.01990
H  -1.34242  2.65161  -1.75299
H  0.48744  3.14966  -0.67860
H  0.93052  3.57306  1.72505
H  1.45277  1.76116  2.14399
H  1.27544  1.59500  -2.10079
H  3.00468  -0.51488  -0.86387
H  0.08850  -0.79012  -2.29151
H  1.86591  -1.08707  -2.88812
H  1.03379  -3.42434  -2.59882
H  0.16827  -3.01732  -0.93676
H  2.10461  -3.09628  -1.01163
C  -2.94761  -4.17532  0.34047
Cl  -1.83365  -4.88673  -0.83351
Cl  -2.88369  -2.40946  0.28888
H  -3.96452  -4.50140  0.10894
H  -2.67132  -4.51214  1.34258